A molecular structure, C13H26FN4O2PRuS in a non-equilibrium geometry, computed with ωB97M-V/def2-TZVPD.

```
49
Properties=species:S:1:pos:R:3:forces:R:3
Ru -0.67517 0.14310 -0.41383 1.3369 -0.9242 1.6459
C -5.48829 0.68369 1.16511 0.0085 0.0020 0.0699
O -4.44298 -0.30020 1.22920 0.0649 0.0362 -0.0626
C -3.17900 0.07109 1.23295 0.0728 0.0894 0.0953
O -2.27752 -0.75003 1.13664 -0.3405 0.2134 -0.3577
N -2.89304 1.39392 1.41382 -0.0239 -0.0777 0.1281
N -1.54356 1.76351 1.26835 0.0932 -0.0168 -0.4056
H -6.40954 0.12121 1.07147 -0.0060 -0.0130 -0.0032
H -5.36214 1.31795 0.28710 -0.0077 -0.0102 -0.0121
H -5.52049 1.27447 2.08134 0.0048 -0.0032 0.0033
H -3.59100 2.11061 1.31990 0.0110 0.0279 -0.0054
H -1.14200 1.96961 2.17634 -0.0197 0.0451 0.0329
H -1.50245 2.58214 0.67128 0.0669 0.0399 -0.0057
C 1.44336 2.86525 0.13840 -0.0050 0.0200 -0.0915
C 2.27313 1.93482 -0.74281 0.0675 -0.0907 0.1386
P 1.29748 0.58650 -1.49919 -1.0262 0.7378 -0.3570
C 0.80955 1.24775 -3.12800 0.0601 -0.1320 -0.0749
C -0.14198 0.32483 -3.89169 0.0452 -0.0163 -0.0197
C 2.44823 -0.77407 -1.82504 0.1517 0.0201 0.1276
C 3.63695 -0.36567 -2.69697 0.0208 -0.0690 0.0573
H 2.07388 3.63092 0.58850 -0.0069 0.0137 -0.0188
H 0.96173 2.30509 0.94068 0.0535 0.0066 0.0438
H 0.66503 3.36740 -0.44030 -0.0038 0.0029 0.0013
H 3.07515 1.47844 -0.15728 0.0275 0.0156 -0.0274
H 2.73439 2.49685 -1.55674 0.0990 -0.0276 0.0215
H 1.70911 1.43537 -3.71747 0.0119 0.1131 0.0243
H 0.33036 2.20868 -2.92826 -0.0130 0.0062 0.0038
H 0.33952 -0.61814 -4.15686 0.0068 0.0104 -0.0010
H -0.46931 0.80416 -4.81337 0.0525 -0.0143 -0.0243
H -1.03690 0.10276 -3.31356 -0.0339 0.0187 0.0395
H 1.87264 -1.57921 -2.27754 0.0306 -0.0108 -0.0466
H 2.78793 -1.14631 -0.85466 -0.0179 -0.0221 0.0037
H 3.32576 -0.10225 -3.70651 -0.0068 0.0030 -0.0032
H 4.32938 -1.20264 -2.77701 0.0122 0.0122 -0.0126
H 4.18736 0.47660 -2.27604 -0.0012 -0.0050 -0.0056
C 0.60353 -4.24924 3.54607 -0.0091 0.0299 -0.0149
C 0.55697 -3.05119 2.65477 0.0296 0.0207 0.0445
C 0.88715 -1.76942 3.14260 0.0898 -0.1622 0.0239
C 0.82432 -0.71703 2.27668 0.1625 0.2533 -0.2023
N 0.45750 -0.89881 0.99623 -0.2963 -0.3080 0.3283
C 0.11793 -2.14655 0.63318 0.2060 -0.4531 0.0928
S -0.50541 -2.12462 -0.96366 -0.3915 0.1265 -0.4042
N 0.17770 -3.23263 1.39618 0.0810 0.1933 -0.0288
H 1.56446 -4.31364 4.05739 -0.0021 0.0025 -0.0038
H 0.43048 -5.15152 2.96724 0.0092 -0.0014 0.0011
H -0.16944 -4.16621 4.31281 0.0045 0.0011 0.0012
H 1.20193 -1.62463 4.16581 -0.0041 -0.0202 -0.0051
H 1.10752 0.28721 2.57084 -0.1166 0.0192 0.0118
F -1.88019 1.30010 -1.30411 -0.5489 0.2971 -0.7460
```
Positions in Å, forces in eV/Å.

Results
**2S+1**: 2
**HOMO-LUMO gap (alpha / beta)**: 8.1 / 7.3 eV
**HOMO level (alpha / beta)**: -11.309 / -11.231 eV
**E_tot**: -49377.3249 eV
**Relative energy (zero: lowest compared OMol25 entry of this formula, charge and spin)**: 1.453 eV
**LUMO level (alpha / beta)**: -3.24 / -3.95 eV
**Total charge**: +1

Charge distribution, Mulliken scheme, values in e: number 1, Ru, carries 0.1186; number 2, C, carries -0.8032; number 3, O, carries -0.3099; number 4, C, carries 0.7184; number 5, O, carries -0.4028; number 6, N, carries -0.2611; number 7, N, carries -0.3133; number 8, H, carries 0.2396; number 9, H, carries 0.3561; number 10, H, carries 0.3501; number 11, H, carries 0.2437; number 12, H, carries 0.2920; number 13, H, carries 0.2985; number 14, C, carries -1.0317; number 15, C, carries -0.7939; number 16, P, carries 1.1788; number 17, C, carries -0.6504; number 18, C, carries -1.2636; number 19, C, carries -0.4793; number 20, C, carries -1.3800; number 21, H, carries 0.4412; number 22, H, carries -0.0339; number 23, H, carries 0.2903; number 24, H, carries 0.4727; number 25, H, carries 0.4792; number 26, H, carries 0.5460; number 27, H, carries 0.4104; number 28, H, carries 0.3226; number 29, H, carries 0.3881; number 30, H, carries 0.2448; number 31, H, carries 0.5026; number 32, H, carries 0.3801; number 33, H, carries 0.3332; number 34, H, carries 0.4221; number 35, H, carries 0.3293; number 36, C, carries -1.2717; number 37, C, carries 0.9299; number 38, C, carries -1.0584; number 39, C, carries -0.3083; number 40, N, carries 0.4073; number 41, C, carries 0.4020; number 42, S, carries -0.3168; number 43, N, carries -0.5542; number 44, H, carries 0.3637; number 45, H, carries 0.3446; number 46, H, carries 0.3122; number 47, H, carries 0.4033; number 48, H, carries 0.4674; number 49, F, carries -0.7562